[1]
Entry from OMol25: 2 unconnected molecules or ions with the total composition C4H12N3O in a non-equilibrium geometry (ωB97M-V with the def2-TZVPD basis set).

The calculation puts the energy above the lowest of the compared OMol25 structures with the same formula, charge and spin at 2.072 eV. The electronic energy comes out at -10859.5462 eV. The largest force on an atom comes out at 0.0245 hartree/bohr. The orbital gap comes out at 5.63 eV.

```
! RIJCOSX wB97M-V def2-TZVPD def2/J DEFGRID3
* xyz -1 1
C -0.2451 3.0777 -0.6711
O -0.4166 3.8678 0.3943
C -0.0728 1.5985 -0.2293
N 0.0239 0.5887 -1.3278
H -1.1633 3.0217 -1.3325
H 0.5720 3.3599 -1.3957
H 0.8259 1.5063 0.3911
H -0.9171 1.3286 0.4028
H 0.6369 0.9388 -2.0530
H -0.8859 0.4638 -1.7546
C 1.5414 -2.2249 0.4996
N 0.2780 -1.5406 0.4103
C -0.7875 -1.9102 1.1451
N -1.9781 -1.4894 0.8984
H 2.3104 -1.5464 0.1282
H 1.7856 -2.5111 1.5242
H 1.5610 -3.1233 -0.1302
H 0.1090 -0.7670 -0.3147
H -0.5496 -2.6439 1.9283
H -2.6281 -1.9951 1.4865
*
```


[2]
Entry from OMol25: 4 unconnected molecules or ions with the total composition C41H75ClF5N8O10 in a non-equilibrium geometry (ωB97M-V with the def2-TZVPD basis set).

The electronic energy comes out at -102225.7091 eV. The largest force on an atom comes out at 0.1224 hartree/bohr. The orbital gap comes out at 6.40 eV.

```
! RIJCOSX wB97M-V def2-TZVPD def2/J DEFGRID3
* xyz 1 1
C 3.0973 2.1498 -5.9571
C 2.8667 1.3746 -4.6831
N 1.6452 0.5739 -4.5316
C 0.3744 0.9810 -5.1540
C 0.4277 0.4093 -6.5711
C -0.8491 0.0039 -7.2369
O -1.5625 -0.8930 -6.8809
Cl -1.2706 0.8911 -8.7209
N 0.1831 2.4065 -4.8576
C -0.4488 3.3727 -5.7385
F -0.3231 2.9929 -6.9715
F 0.2832 4.4842 -5.6445
C -1.8451 3.7675 -5.4706
C -2.7736 3.3254 -6.2402
C -3.9888 3.6376 -6.0407
C -4.3174 4.4155 -5.0484
C -3.3837 4.8809 -4.3074
C -3.6847 5.7699 -3.1858
F -3.3527 5.2144 -2.0512
F -3.0557 6.8991 -3.2750
F -4.9572 6.0238 -3.1153
C -2.1609 4.5681 -4.5109
C 0.0236 2.4268 -3.5324
N 0.2776 3.4082 -2.7160
N 0.7799 4.6531 -3.1508
C 2.2069 4.5958 -3.4644
C 0.3941 5.6635 -2.2247
C 1.3693 6.6711 -1.7961
O -0.7517 5.6592 -1.8289
N -0.3888 1.2308 -3.0055
C -0.6476 0.3730 -4.2040
C -2.1191 0.7278 -4.4657
C -0.5777 -1.1323 -4.0075
C 0.2560 -1.6990 -2.8796
C -0.0060 -3.1851 -2.8669
C 0.8795 -3.8524 -1.9132
O 0.8013 -3.7010 -0.7185
O 1.8202 -4.6202 -2.4507
H 3.8991 2.8367 -5.8082
H 3.4149 1.4903 -6.7270
H 2.2554 2.6907 -6.3211
H 2.9569 2.0414 -3.8588
H 3.6909 0.7231 -4.5634
H 1.8439 -0.3941 -4.6727
H 1.0701 -0.4203 -6.6381
H 0.8738 1.1394 -7.1949
H -2.5343 2.6758 -7.0312
H -4.7446 3.2471 -6.6659
H -5.3262 4.6450 -4.8740
H -1.4355 4.9954 -3.8686
H 0.0771 3.2706 -1.7388
H 2.3240 3.9863 -4.3189
H 2.5526 5.5432 -3.7485
H 2.7875 4.1654 -2.6774
H 2.1858 6.1965 -1.3048
H 0.8907 7.3971 -1.1997
H 1.7775 7.1754 -2.6375
H 0.3909 0.9310 -2.4288
H -2.3736 1.6466 -4.0102
H -2.3894 0.8163 -5.4916
H -2.7707 0.0221 -4.0346
H -0.1401 -1.5230 -4.8937
H -1.5433 -1.5669 -3.9454
H -0.0398 -1.3136 -1.9341
H 1.2938 -1.5660 -3.0507
H -1.0223 -3.3948 -2.6338
H 0.1656 -3.5520 -3.8493
H 2.5999 -4.5065 -1.9095
C -1.0970 -5.6342 2.9217
O -1.1202 -6.6272 1.9163
C -0.1297 -6.4535 0.9105
C 0.8630 -7.5953 0.9481
N 1.7118 -7.5268 2.1257
C 2.5283 -8.7172 2.3447
C 1.8097 -10.0145 2.6839
O 1.1627 -10.0000 3.9370
C -0.1619 -9.5039 3.9399
H -1.9459 -5.8137 3.5782
H -0.1794 -5.6844 3.5201
H -1.1941 -4.6320 2.4900
H 0.3601 -5.4825 0.9940
H -0.6459 -6.4835 -0.0549
H 1.4986 -7.5559 0.0585
H 0.2798 -8.5274 0.9162
H 1.1280 -7.3871 2.9399
H 3.2032 -8.4917 3.1737
H 3.1550 -8.8783 1.4620
H 2.5708 -10.7957 2.7539
H 1.1187 -10.3297 1.8921
H -0.6779 -9.7127 2.9995
H -0.1867 -8.4283 4.1422
H -0.6973 -10.0017 4.7473
C -2.3516 2.8938 3.1706
O -1.6681 3.9437 2.5058
C -2.3652 4.4694 1.3829
C -2.7805 5.9077 1.5983
N -3.8456 6.0177 2.5842
C -4.1669 7.3941 2.9700
C -3.1235 8.2016 3.7260
O -2.8586 7.7232 5.0237
C -1.8633 6.7336 5.1179
H -1.6915 2.5134 3.9470
H -3.2738 3.2468 3.6421
H -2.5880 2.0769 2.4813
H -3.2316 3.8552 1.1243
H -1.6700 4.4440 0.5346
H -3.1405 6.3100 0.6476
H -1.8850 6.4741 1.8991
H -3.5808 5.4989 3.4103
H -5.0563 7.3443 3.6003
H -4.4493 7.9449 2.0682
H -3.5315 9.2057 3.8621
H -2.1927 8.3233 3.1574
H -1.0915 6.8545 4.3522
H -2.2934 5.7298 5.0514
H -1.3981 6.8273 6.0983
C 2.4593 -2.2956 9.0499
O 1.9392 -1.9541 7.7772
C 2.8863 -1.3551 6.9076
C 3.1552 -2.2392 5.7220
N 3.8964 -3.4245 6.1082
C 3.9945 -4.4128 5.0447
C 2.7144 -5.0927 4.5884
O 2.1285 -5.9380 5.5583
C 1.2264 -5.3143 6.4535
H 1.6313 -2.6577 9.6542
H 3.2117 -3.0882 8.9796
H 2.8970 -1.4238 9.5443
H 3.8134 -1.1071 7.4308
H 2.4458 -0.4242 6.5464
H 3.7400 -1.6811 4.9843
H 2.1815 -2.4932 5.2728
H 3.4454 -3.8498 6.9064
H 4.6713 -5.1937 5.3968
H 4.4746 -3.9450 4.1796
H 2.9786 -5.7456 3.7524
H 1.9751 -4.3814 4.1963
H 0.6988 -4.4790 5.9845
H 1.7332 -4.9653 7.3580
H 0.4940 -6.0619 6.7568
*
```


[3]
Entry from OMol25: 3 unconnected molecules or ions with the total composition C20H30N2O3 in a non-equilibrium geometry (ωB97M-V with the def2-TZVPD basis set).

The calculation puts the energy above the lowest of the compared OMol25 structures with the same formula, charge and spin at 2.217 eV. The electronic energy comes out at -30349.0634 eV. The largest force on an atom comes out at 0.0440 hartree/bohr. The orbital gap comes out at 10.07 eV.

```
! RIJCOSX wB97M-V def2-TZVPD def2/J DEFGRID3
* xyz 0 1
N 3.8869 -1.2533 -0.0855
C 2.6256 -0.5059 0.0768
C 2.0371 -0.0918 -1.2541
C 0.6955 0.6317 -1.0391
C 0.8602 1.9934 -0.3649
C -0.4301 2.8132 -0.5226
O -1.5259 1.9604 -0.2200
C -2.6980 2.5834 0.0136
O -2.8539 3.7823 0.2044
O -3.7398 1.7250 -0.0203
C -3.4584 0.3151 -0.0115
C -4.7549 -0.4270 0.2845
N -5.1652 -1.2662 -0.8486
H 3.7069 -2.2431 -0.1421
H 4.4530 -1.1098 0.7354
H 2.8420 0.3598 0.6894
H 1.8746 -1.1144 0.5827
H 1.8137 -0.9629 -1.8602
H 2.7148 0.5406 -1.8180
H 0.1012 -0.0098 -0.3995
H 0.1950 0.7739 -1.9911
H 1.0232 1.8701 0.7029
H 1.7047 2.5463 -0.7595
H -0.3876 3.6668 0.1382
H -0.4411 3.1249 -1.5618
H -3.1114 0.0230 -0.9965
H -2.7208 0.0765 0.7407
H -5.5041 0.3195 0.5421
H -4.6201 -1.0703 1.1460
H -6.1614 -1.4064 -0.8078
H -4.9613 -0.8006 -1.7201
C 0.9790 -4.7781 -5.3166
C -0.2961 -4.3673 -4.9542
C -0.5106 -3.7817 -3.7148
C 0.5504 -3.6101 -2.8372
C 1.8247 -4.0251 -3.1971
C 2.0393 -4.6081 -4.4378
H 1.1467 -5.2308 -6.2851
H -1.1232 -4.5036 -5.6384
H -1.5044 -3.4596 -3.4321
H 0.3830 -3.1508 -1.8709
H 2.6520 -3.8926 -2.5118
H 3.0331 -4.9300 -4.7198
C 0.1818 2.8524 3.8919
C 0.2725 3.9140 4.7806
C 1.1618 3.8541 5.8439
C 1.9593 2.7319 6.0200
C 1.8645 1.6679 5.1346
C 0.9750 1.7280 4.0711
H -0.5100 2.8987 3.0596
H -0.3501 4.7882 4.6434
H 1.2339 4.6828 6.5358
H 2.6544 2.6864 6.8481
H 2.4830 0.7909 5.2743
H 0.9001 0.8979 3.3793
*
```